[1]
33
Properties=species:S:1:pos:R:3 method="wB97M-V/def2-TZVPD" spin_multiplicity=5 s2=6.030 de_lowest_kj_mol=0.00 charge=-1
Os -0.361 0.763 0.742
O -0.976 -0.593 -0.638
N -2.125 -0.478 -1.251
C -2.428 -1.361 -2.221
C -3.574 -1.235 -2.958
C -4.439 -0.168 -2.701
C -4.142 0.703 -1.680
C -2.979 0.537 -0.922
S -2.549 1.552 0.378
H -1.691 -2.135 -2.375
H -3.787 -1.948 -3.737
H -5.329 -0.039 -3.297
H -4.785 1.532 -1.431
Se -1.176 -0.499 5.382
Sb 0.939 0.255 4.377
Se 0.209 1.988 2.509
Se 2.358 -1.713 3.936
Se 2.174 1.636 5.998
C 2.074 2.601 -0.349
C 2.444 1.162 -0.177
C 3.624 0.508 -0.468
C 3.425 -0.852 -0.180
C 2.124 -0.980 0.265
C 1.364 -2.200 0.634
N 1.531 0.251 0.289
H 2.803 3.105 -0.977
H 2.028 3.131 0.607
H 1.085 2.685 -0.826
H 4.515 0.958 -0.860
H 4.151 -1.639 -0.264
H 2.052 -3.012 0.846
H 0.691 -2.501 -0.171
H 0.750 -2.015 1.521

***

[2]
70
Properties=species:S:1:pos:R:3 method="wB97M-V/def2-TZVPD" spin_multiplicity=2 s2=1.111 de_lowest_kj_mol=0.00 charge=0
Mn 1.259 -0.306 0.719
Cl 5.388 2.450 0.690
C 3.869 2.826 1.427
C 3.720 4.067 2.066
C 2.541 4.420 2.659
Cl 2.391 5.963 3.447
C 1.440 3.533 2.637
C 0.180 3.790 3.215
C -0.817 2.854 3.121
C -0.561 1.655 2.436
N 0.603 1.383 1.893
C 1.609 2.294 1.985
C 2.836 1.900 1.354
O 2.921 0.743 0.786
H 4.561 4.746 2.083
H 0.016 4.728 3.730
H -1.791 3.025 3.559
H -1.336 0.904 2.328
S -4.553 -4.647 -1.120
N -3.958 -4.267 0.332
C -2.936 -3.456 0.129
C -2.105 -2.875 1.167
C -2.230 -3.120 2.530
C -1.336 -2.508 3.391
C -0.347 -1.673 2.885
N -0.216 -1.420 1.582
C -1.085 -2.018 0.740
C -0.851 -1.732 -0.659
N 0.172 -0.888 -0.887
C 0.510 -0.659 -2.159
C -0.179 -1.222 -3.228
C -1.264 -2.047 -2.995
C -1.610 -2.321 -1.675
C -2.691 -3.191 -1.252
N -3.537 -3.811 -2.057
H -3.004 -3.783 2.891
H -1.386 -2.677 4.457
H 0.372 -1.192 3.536
H 1.352 -0.002 -2.316
H 0.159 -1.014 -4.234
H -1.823 -2.497 -3.804
Cl 3.734 -2.902 -5.189
C 3.406 -2.687 -3.486
C 4.018 -1.654 -2.793
C 3.732 -1.469 -1.451
C 2.833 -2.304 -0.768
C 2.435 -2.024 0.625
C 2.260 -3.352 -1.499
C 2.534 -3.548 -2.844
H 4.707 -0.996 -3.305
H 4.189 -0.646 -0.913
H 3.304 -1.758 1.233
H 1.947 -2.902 1.061
H 1.581 -4.033 -0.996
H 2.075 -4.362 -3.390
S 0.609 2.593 -1.268
C -1.053 2.533 -1.105
N -1.824 1.776 -1.917
C -3.225 1.485 -1.670
C -3.881 2.704 -1.045
C -3.095 3.109 0.191
N -1.689 3.241 -0.148
H -1.306 1.208 -2.567
H -3.330 0.616 -1.007
H -3.696 1.231 -2.620
H -4.913 2.482 -0.776
H -3.884 3.524 -1.764
H -3.233 2.362 0.982
H -3.447 4.066 0.578
H -1.074 3.754 0.462

***

[3]
9
Properties=species:S:1:pos:R:3 method="wB97M-V/def2-TZVPD" de_lowest_kj_mol=46.89 charge=-2
C -1.540 0.048 -1.065
C 2.047 0.180 1.124
N -0.351 0.675 -0.931
N -1.689 -0.909 -0.122
N -0.583 -0.865 0.596
N 0.192 0.068 0.114
O 1.763 0.435 2.239
O 2.868 -0.039 0.306
S -2.706 0.405 -2.260

***

[4]
19
Properties=species:S:1:pos:R:3 method="wB97M-V/def2-TZVPD" de_lowest_kj_mol=101.41 charge=+1
N 0.593 1.080 -1.418
C -0.566 1.471 -0.923
N -1.519 0.724 -0.458
C -1.259 -0.767 -0.391
C -0.502 -1.079 0.912
C 0.739 -0.254 1.195
N 1.855 -0.419 0.246
H 1.104 1.703 -2.033
H 1.093 0.279 -0.976
H -0.766 2.544 -0.956
H -2.495 0.954 -0.366
H -2.254 -1.204 -0.332
H -0.826 -0.989 -1.360
H -1.292 -1.040 1.661
H -0.181 -2.126 0.858
H 0.508 0.799 1.312
H 1.024 -0.593 2.201
H 2.221 -1.358 0.263
H 2.522 0.274 0.564

***

[5]
69
Properties=species:S:1:pos:R:3 method="wB97M-V/def2-TZVPD" de_lowest_kj_mol=574.35 charge=+1
O -1.542 -1.770 3.234
O -0.729 -1.463 2.230
C -1.556 -1.591 0.988
C -0.755 -2.405 -0.221
C -1.852 -3.525 -0.700
C -2.292 -4.743 0.302
C -1.395 -6.071 -0.176
C 0.239 -5.791 -0.090
S 1.057 -5.593 -1.778
N -2.895 -2.629 -1.329
C -2.276 -1.528 -1.937
C -0.645 -1.639 -1.703
C 0.244 -0.219 -1.746
C 1.347 -0.094 -0.558
C 2.292 1.287 -0.601
C 1.885 2.240 -1.902
C 0.710 1.933 -2.985
N -0.093 0.680 -2.883
H -1.136 -1.463 4.110
H -1.928 -0.516 0.647
H -2.543 -2.160 1.342
H 0.254 -2.730 0.274
H -1.387 -4.052 -1.665
H -3.435 -5.040 0.146
H -2.007 -4.563 1.424
H -1.710 -7.044 0.410
H -1.622 -6.210 -1.340
H 0.756 -6.735 0.425
H 0.525 -4.871 0.581
H 1.588 -4.290 -1.854
H -3.942 -2.818 -1.288
H -2.913 -0.680 -2.482
H -0.059 -2.347 -2.463
H 1.534 -0.901 0.290
H 3.123 1.540 0.182
H 2.516 3.234 -2.054
H 0.556 2.714 -3.872
C 2.663 1.183 3.614
O 3.731 0.754 2.777
C 5.013 1.000 3.365
C 5.611 -0.283 3.947
O 4.863 -0.738 5.080
C 4.011 -1.833 4.758
H 1.728 0.793 3.203
H 2.774 0.814 4.637
H 2.612 2.275 3.617
H 4.950 1.786 4.127
H 5.666 1.360 2.564
H 6.624 -0.069 4.302
H 5.681 -1.067 3.183
H 4.611 -2.737 4.609
H 3.415 -1.633 3.863
H 3.332 -1.997 5.598
C -2.606 3.319 -3.483
O -1.897 4.545 -3.629
C -2.737 5.604 -4.099
C -3.135 6.544 -2.958
O -4.001 5.890 -2.024
C -3.316 5.495 -0.840
H -1.968 2.616 -2.942
H -3.534 3.451 -2.920
H -2.828 2.901 -4.469
H -3.622 5.206 -4.608
H -2.154 6.171 -4.833
H -3.697 7.386 -3.375
H -2.249 6.949 -2.454
H -3.089 6.377 -0.232
H -2.393 4.955 -1.067
H -3.973 4.834 -0.269

***

[6]
69
Properties=species:S:1:pos:R:3 method="wB97M-V/def2-TZVPD" spin_multiplicity=2 s2=0.757 de_lowest_kj_mol=0.00 charge=+1
Tc 0.333 0.230 0.233
O 1.710 -0.567 -0.959
C 2.924 -0.219 -1.294
C 3.678 -1.081 -2.115
C 4.967 -0.761 -2.464
C 5.570 0.432 -2.032
C 4.839 1.302 -1.271
C 3.508 1.007 -0.900
C 2.768 2.008 -0.200
N 1.537 1.953 0.193
C 1.030 3.156 0.895
C -0.366 2.823 1.390
N -0.246 1.440 1.836
C -0.449 1.091 3.050
C -0.057 -0.176 3.581
C -0.523 -0.600 4.837
C 0.001 -1.717 5.435
C 1.053 -2.389 4.802
C 1.544 -1.975 3.583
C 0.973 -0.874 2.922
O 1.453 -0.490 1.750
H 3.210 -1.994 -2.459
H 5.530 -1.444 -3.089
H 6.588 0.663 -2.310
H 5.272 2.242 -0.946
H 3.311 2.932 0.003
H 1.034 4.012 0.220
H 1.677 3.375 1.747
H -1.101 2.873 0.587
H -0.676 3.482 2.200
H -0.882 1.826 3.730
H -1.304 -0.027 5.327
H -0.368 -2.055 6.394
H 1.501 -3.249 5.285
H 2.378 -2.483 3.118
O -3.731 0.525 -0.762
C -2.529 0.652 -0.708
O -1.789 0.417 0.339
C -1.726 1.147 -1.862
C -2.302 1.690 -2.993
C -1.469 2.156 -3.994
C -0.095 2.040 -3.828
C 0.402 1.469 -2.673
N -0.403 1.036 -1.694
H -3.381 1.730 -3.051
H -1.879 2.602 -4.890
H 0.593 2.381 -4.589
H 1.465 1.343 -2.531
C 2.123 -3.053 0.212
N 0.885 -3.499 -0.401
C 1.025 -4.658 -1.271
C -0.323 -2.975 -0.100
N -0.529 -1.701 0.164
N -1.393 -3.826 -0.156
C -1.312 -5.153 0.448
C -2.746 -3.311 -0.298
H 2.507 -3.841 0.868
H 1.958 -2.147 0.780
H 2.873 -2.855 -0.555
H 1.811 -4.444 -1.998
H 0.100 -4.850 -1.805
H 1.315 -5.556 -0.719
H -1.476 -1.567 0.497
H -0.315 -5.334 0.839
H -1.560 -5.935 -0.272
H -2.016 -5.212 1.281
H -3.174 -2.992 0.659
H -3.374 -4.103 -0.703
H -2.769 -2.472 -0.991

***

[7]
46
Properties=species:S:1:pos:R:3 method="wB97M-V/def2-TZVPD" spin_multiplicity=5 s2=6.060 de_lowest_kj_mol=250.42 charge=+2
H 0.032 -3.654 -0.704
N -0.912 -1.819 -1.189
B -1.909 0.235 -2.520
N -1.323 -1.232 -2.370
C -1.478 -2.244 -3.268
Pt -1.328 -1.884 0.652
H -2.024 -2.095 -4.182
C -0.977 -3.420 -2.700
H -1.056 -4.414 -3.093
C -0.485 -3.087 -1.461
H -2.807 0.163 -3.364
C 3.049 2.516 2.350
H 3.083 2.212 3.397
H 2.096 2.189 1.932
H 3.097 3.605 2.299
N -0.999 1.391 -3.164
N -2.565 0.386 -1.088
N 0.141 1.868 -2.538
N -2.168 -0.137 0.144
C -1.205 2.094 -4.322
C -3.791 0.936 -0.910
H -2.054 1.897 -4.960
H -4.377 1.207 -1.779
C -0.151 3.021 -4.462
C -4.084 0.929 0.461
C 0.663 2.823 -3.318
C -3.005 0.356 1.096
H 0.036 3.729 -5.256
H -5.012 1.235 0.914
H 1.594 3.323 -3.038
H -2.746 0.252 2.143
H 3.828 2.099 1.832
Cl 5.370 -2.564 4.355
C 3.780 -2.130 3.934
C 3.035 -1.297 4.782
C 1.695 -1.033 4.478
C 1.095 -1.615 3.346
C 1.871 -2.384 2.470
C 3.211 -2.646 2.764
C -0.408 -1.472 3.225
O -1.030 -0.555 3.785
O -1.048 -2.477 2.580
H 3.492 -0.835 5.652
H 1.086 -0.382 5.115
H 1.398 -2.770 1.561
H 3.795 -3.237 2.072

***

[8]
47
Properties=species:S:1:pos:R:3 method="wB97M-V/def2-TZVPD" e_tot_ev=-54398.936 spin_multiplicity=4 s2=4.136 charge=+1
C -0.901 2.118 -1.737
C -0.539 1.494 -3.028
C -2.328 2.158 -1.317
C 0.017 3.183 -1.272
H -2.802 3.120 -1.592
H -2.456 2.026 -0.229
H -2.899 1.346 -1.788
H -0.765 2.176 -3.871
H -1.068 0.547 -3.215
H 0.538 1.272 -3.059
H 0.045 4.023 -1.995
H 1.047 2.800 -1.177
H -0.271 3.592 -0.295
C -0.700 -2.209 0.465
C -1.891 -1.423 0.088
C -1.813 -1.215 -1.341
H -2.768 -1.259 0.706
C -0.661 -1.880 -1.827
C 0.015 -2.499 -0.744
H 0.875 -3.168 -0.821
H -0.509 -2.646 1.442
H -2.574 -0.716 -1.948
H -0.375 -1.947 -2.878
C 1.418 0.561 2.209
C 0.338 -0.316 2.520
C -0.901 0.373 2.234
H 0.423 -1.255 3.061
C -0.549 1.639 1.645
C 0.877 1.747 1.656
H 1.429 2.665 1.462
H 2.463 0.405 2.468
H -1.926 0.060 2.466
H -1.243 2.470 1.472
Mn -0.253 -0.127 0.329
N 6.112 -0.172 -2.420
C 4.826 -0.029 -2.004
C 3.790 -0.813 -2.547
C 2.491 -0.658 -2.072
N 2.147 0.221 -1.092
C 3.146 0.987 -0.588
C 4.475 0.890 -0.994
H 6.371 -0.834 -3.141
H 6.867 0.371 -2.032
H 4.028 -1.547 -3.315
H 1.694 -1.288 -2.485
H 2.885 1.687 0.208
H 5.249 1.494 -0.531

***

[9]
76
Properties=species:S:1:pos:R:3 method="wB97M-V/def2-TZVPD" de_lowest_kj_mol=32.78 charge=+3
Hf 0.366 -0.182 -0.666
N 3.591 0.198 1.268
C 3.366 -0.898 0.531
N 2.232 -1.135 -0.125
C 2.322 -2.331 -0.874
C 3.482 -2.988 -0.710
S 4.543 -2.132 0.345
C 1.229 -2.718 -1.785
C 1.318 -3.647 -2.751
S -0.161 -3.792 -3.621
C -0.851 -2.559 -2.643
N -0.024 -2.066 -1.726
N -2.113 -2.147 -2.814
H 3.036 1.027 1.126
H 4.505 0.348 1.669
H 3.792 -3.921 -1.153
H 2.172 -4.246 -3.022
H -2.692 -2.575 -3.520
H -2.594 -1.628 -2.099
C -1.013 -3.637 0.834
N 0.066 -3.021 1.608
C 1.089 -3.959 2.069
C 0.027 -1.742 1.997
N -0.500 -0.812 1.124
C -1.316 0.236 1.689
C -2.163 0.023 2.771
C -2.890 1.073 3.307
C -2.769 2.346 2.763
C -1.959 2.553 1.658
C -1.260 1.494 1.091
N -0.426 1.652 -0.078
C -0.864 2.617 -0.986
N -0.006 3.503 -1.461
C 1.181 3.929 -0.714
C -0.193 4.185 -2.746
N -2.141 2.617 -1.391
C -2.980 1.432 -1.320
C -2.880 3.858 -1.665
N 0.525 -1.380 3.177
C 0.946 -0.016 3.482
C 0.467 -2.256 4.355
H -0.603 -4.144 -0.040
H -1.732 -2.886 0.524
H -1.519 -4.379 1.454
H 1.434 -4.527 1.204
H 0.701 -4.663 2.804
H 1.933 -3.420 2.493
H -2.246 -0.970 3.197
H -3.543 0.901 4.151
H -3.307 3.177 3.197
H -1.872 3.547 1.234
H 1.115 5.002 -0.533
H 2.076 3.730 -1.301
H 1.229 3.412 0.238
H -0.842 3.596 -3.389
H 0.784 4.270 -3.217
H -0.601 5.187 -2.620
H -2.366 0.527 -1.333
H -3.626 1.412 -2.197
H -3.596 1.423 -0.419
H -2.333 4.713 -1.281
H -3.832 3.800 -1.137
H -3.076 3.994 -2.728
H 1.093 0.555 2.569
H 1.886 -0.062 4.031
H 0.202 0.493 4.096
H -0.168 -3.115 4.162
H 0.028 -1.684 5.172
H 1.458 -2.589 4.659
F 1.911 1.164 -1.608
C 1.556 0.207 -2.677
F 0.102 0.591 -2.743
C 2.183 0.746 -3.958
F 3.490 0.538 -3.897
F 1.660 0.097 -4.989
F 1.961 2.056 -4.112

***

[10]
46
Properties=species:S:1:pos:R:3 method="wB97M-V/def2-TZVPD" e_tot_ev=-60924.854 spin_multiplicity=5 s2=6.366 charge=+2
C -0.326 2.781 -0.395
N -0.157 1.570 -0.968
N 0.110 1.806 -2.324
C 0.016 3.118 -2.580
C -0.243 3.777 -1.384
B 0.356 0.635 -3.315
N 1.440 -0.282 -2.684
N 1.347 -0.671 -1.336
C 2.457 -1.409 -1.062
C 3.164 -1.623 -2.253
C 2.483 -0.908 -3.242
Fe -0.330 -0.519 -0.514
N -0.953 -0.174 -3.256
N -1.403 -0.660 -2.017
C -2.586 -1.287 -2.253
C -2.858 -1.251 -3.628
C -1.805 -0.546 -4.217
H -3.154 -1.709 -1.436
H -1.581 -0.272 -5.237
H -3.706 -1.672 -4.134
H 0.659 1.018 -4.402
H 2.649 -0.779 -4.299
H 0.131 3.458 -3.597
H 4.051 -2.216 -2.386
H -0.362 4.833 -1.260
H 2.687 -1.719 -0.049
H -0.488 2.887 0.671
H -1.193 -2.789 -0.107
C -0.593 -2.107 0.515
H 0.393 -2.572 0.657
H 0.012 -0.483 1.947
H -1.096 -1.997 1.485
C -1.341 0.450 4.252
C 0.090 0.145 3.821
C 1.035 1.160 4.444
C 0.464 -1.276 4.236
O 0.223 0.365 2.401
H -1.417 0.440 5.347
H -2.039 -0.290 3.843
H -1.636 1.439 3.882
H 0.981 1.116 5.538
H 2.068 0.969 4.129
H 0.772 2.167 4.103
H -0.237 -2.015 3.834
H 1.469 -1.552 3.898
H 0.448 -1.355 5.330

***

[11]
7
Properties=species:S:1:pos:R:3 method="wB97M-V/def2-TZVPD" spin_multiplicity=3 s2=2.005 de_lowest_kj_mol=30.97 charge=0
C -0.923 0.799 0.047
N 1.410 -1.144 -0.289
O 1.396 -2.045 0.396
O 1.985 -0.520 -1.104
F -0.481 1.487 1.154
F -1.731 -0.163 0.563
F -1.656 1.586 -0.768

***

Question: The lowest charge belongs to which entry?
Answer: C2N4O2S

***

Question: Among the records above, which one has the lowest charge?
Answer: C2N4O2S

***

Question: What is the charge in the first record?
Answer: -1